Entry from the Open Molecules 2025 dataset: a structure of composition H5N2P3 in a non-equilibrium geometry (the ωB97M-V functional and the def2-TZVPD basis).

Structure (XYZ):
```
10
Properties=species:S:1:pos:R:3
P -1.6995 -1.1432 0.0653
P -0.0444 1.1746 0.0952
P 1.9440 -0.3054 0.5051
N -0.9653 -0.0210 0.8168
N 1.5275 -1.7313 0.0921
H -1.9368 -1.7324 1.3053
H -1.0399 1.9415 -0.4924
H 0.1618 1.9612 1.0810
H 1.3283 -0.0798 1.8606
H 1.9840 -2.0078 -0.8342
```

Output
HOMO level   -8.31 eV
Maximum force   0.077 Eh/bohr
Charge   0